Molecular formula: C33H40Cl2GeN7O5W
Method: DFT, wB97M-V/def2-TZVPD

HOMO energy (alpha / beta): -12.60 / -12.62 eV
Expectation value of S²: 0.757
Calculated total energy: -138911.865 eV
Multiplicity: 2
Net charge: +2

Element x y z (Å)
H (-5.39627, -0.69161, 0.48612)
H (-1.34424, 2.49167, -1.53232)
H (2.14575, 2.03433, -4.86194)
C (4.10060, 0.17646, -2.82497)
H (-5.47460, 1.93145, 1.36197)
H (4.21236, 0.11271, 2.03610)
C (-0.74953, -3.12448, 0.09436)
H (-2.51504, 2.93448, -3.65226)
Cl (-1.41151, -7.01565, 0.42057)
O (-0.47620, 0.08764, 2.33258)
C (-6.56603, 1.20438, 3.07465)
C (-4.10169, -2.88586, 1.96856)
N (1.40752, 0.91715, 0.40432)
C (0.30351, -5.23462, 1.54363)
O (-0.31148, 1.25536, 4.23542)
N (-0.64983, 2.33496, 2.31991)
H (5.12625, -0.09003, -2.61294)
C (-0.48653, 1.16149, 2.95841)
C (-4.39939, -2.61225, 0.49955)
H (1.08496, 2.57298, -0.79591)
C (-5.49614, 2.09000, 2.44501)
H (1.65434, -3.81436, 2.39615)
H (-3.00014, -1.32872, -4.08672)
H (0.40833, 0.84478, -3.50382)
H (-2.00238, 2.44008, 0.84819)
N (-1.54455, 0.43381, -1.64738)
H (-2.06044, -4.59136, -0.78694)
C (0.31096, -2.91353, 0.97590)
Cl (0.95642, -6.52564, 2.46997)
H (4.90547, 2.36454, 1.12340)
H (-3.37234, 1.00119, -4.98928)
H (-7.55471, 1.47273, 2.70470)
Ge (-3.12107, 0.08973, 0.88319)
H (4.55675, 1.56235, -4.40349)
C (3.92888, 1.94996, 0.91143)
H (-4.48020, -1.00491, -0.96288)
H (-5.76871, 3.13745, 2.58879)
H (-3.55939, -4.96918, 1.68820)
C (-0.73612, -5.45078, 0.64254)
H (-0.84661, 3.17338, 2.84887)
C (-4.20693, -4.36363, 2.32120)
N (-1.00217, 2.25476, 0.96492)
C (2.44315, 1.35618, -4.07492)
H (-3.42253, 2.63450, 2.62769)
H (-5.22879, -4.71911, 2.18168)
H (-6.41582, 0.14627, 2.85103)
H (3.29938, 3.57316, -0.36969)
H (0.82801, -0.46442, 4.59000)
O (2.64873, -1.80794, 2.26302)
N (-1.18499, -1.92473, -0.53346)
H (-5.35730, -3.07254, 0.24061)
C (1.91290, -1.17149, 1.54284)
H (3.24652, -1.17401, -1.34078)
H (-3.42457, 1.46144, 0.17456)
C (3.03723, 2.62995, 0.08852)
H (-3.09142, -2.51791, 2.20923)
C (-4.46128, -1.13239, 0.12238)
H (-3.65728, -3.12319, -0.11313)
H (-0.93224, -0.64126, 4.86041)
C (3.78015, 1.08791, -3.82011)
H (-6.57747, 1.31597, 4.16035)
H (-0.47864, 2.97063, 0.47158)
H (-4.14314, 2.04944, 4.10847)
N (1.80295, -0.13362, -2.35453)
C (-3.53698, 0.46207, 2.78431)
H (-4.79687, -2.31739, 2.59494)
H (0.05394, 0.32611, 5.99883)
C (-2.38317, 1.91695, -3.31300)
C (-2.01824, -0.60253, -2.35510)
H (-2.69530, 0.25381, 3.44259)
C (2.29670, 0.22894, 1.13540)
O (-2.11228, -2.95253, -2.38886)
C (1.79228, 2.08118, -0.13932)
C (1.46689, 0.72610, -3.33395)
C (0.83784, -3.96436, 1.71027)
C (-1.78504, -1.96894, -1.78019)
H (-3.92926, -4.54929, 3.35859)
N (0.75022, -1.57703, 0.96444)
O (0.86898, -0.77447, -1.66588)
C (-0.07159, 0.01313, 4.97000)
C (-4.10059, 1.86763, 3.03006)
W (-0.52088, -0.17725, 0.19236)
C (3.09308, -0.42612, -2.10424)
C (-2.66224, -0.44315, -3.56580)
H (-4.28664, -0.28173, 3.05619)
C (3.55653, 0.72073, 1.42751)
C (-2.85795, 0.83966, -4.05147)
C (-1.26554, -4.39558, -0.08751)
C (-1.73072, 1.67359, -2.12201)

Cartesian forces (eV/Å) of the 6 atoms listed first:
H -0.01 0.02 0.00
H 0.00 0.04 0.01
H 0.00 0.00 0.00
C 0.01 0.02 -0.02
H 0.00 0.00 -0.02
H 0.00 0.01 0.00

Molecular formula: C33H40Cl31F9N2O6S2
Method: DFT, wB97M-V/def2-TZVPD

HOMO energy: -8.70 eV
SMILES: O=C=N[C@@](CCCCS(=O)(=O)Cl)(CCCNCc1ccccc1O)OC(=O)CCCCC(F)(F)C(F)(F)S(F)(F)(F)(F)F.ClC(Cl)Cl.ClC(Cl)Cl.ClC(Cl)Cl.ClC(Cl)Cl.ClC(Cl)Cl.ClC(Cl)Cl.ClC(Cl)Cl.ClC(Cl)Cl.ClC(Cl)Cl.ClC(Cl)Cl
Calculated total energy: -484451.073 eV

Element x y z (Å)
H (-6.00554, -1.37788, -1.50155)
F (6.16510, -2.15758, 2.71042)
Cl (-1.95460, 6.31556, -3.29804)
Cl (-0.49546, 4.17429, 6.16056)
Cl (4.81561, 8.21855, -1.22381)
O (1.49356, 5.83874, -1.10501)
H (-4.71104, -1.60292, 2.35243)
H (-3.60599, -0.68725, 4.19075)
Cl (1.79201, 5.95056, 5.92410)
C (-1.97629, 4.91495, -4.37465)
F (5.57749, -1.72386, -0.76144)
H (3.60932, -2.51263, 3.50175)
H (-1.21122, 5.05525, -5.13341)
C (-3.03923, -2.81550, -0.77725)
Cl (-1.61406, -1.09117, -7.67752)
Cl (-9.20274, -5.74952, -5.58602)
H (-1.57101, -0.61477, -3.80925)
C (-0.28637, 1.53570, 1.37660)
Cl (-1.18632, -0.11955, -10.38383)
Cl (13.09631, -0.90139, 2.84163)
H (-5.59938, -2.05867, 0.11562)
H (-6.16244, 0.00608, 1.72236)
H (-3.32585, -1.15204, 1.28849)
H (-3.92525, -0.04275, -2.84465)
O (-1.48004, 1.21334, 4.01917)
H (-10.93098, -6.57666, -4.22904)
C (-5.14026, 0.25082, 1.27257)
C (-1.77775, 1.00711, 1.62020)
H (-1.76452, -2.28858, -9.69168)
H (-0.18358, -2.56749, -2.88119)
C (12.31680, -0.61196, 4.40136)
Cl (2.07438, -4.49901, 5.09937)
H (1.20964, 0.28866, 3.15283)
Cl (-8.33321, -2.17563, -4.41881)
H (3.91098, 6.12213, -1.75448)
H (-1.31886, 2.67427, -0.20242)
F (3.77010, 0.36395, 1.63117)
C (-1.17808, -2.36906, -2.41557)
C (-1.97665, -1.24888, -2.96968)
H (0.16004, 2.01673, 2.28647)
C (5.45961, -1.46798, 1.72393)
C (3.21246, -1.50763, 3.16668)
Cl (-9.64585, -5.28140, -2.75214)
C (-0.73891, 0.64185, 5.06968)
C (2.61114, -0.81087, 4.44703)
N (-5.24845, 0.09756, -0.19412)
H (-0.41912, 6.32975, 5.23655)
O (-1.92367, -3.03471, 3.41925)
S (1.72119, 4.40587, -0.82856)
H (1.07465, 0.22110, 6.20970)
C (-1.86274, 0.22814, 3.02113)
F (4.42452, -3.80699, 1.50401)
C (0.78882, 0.87348, 5.32988)
N (-0.94454, -0.92185, 2.89933)
C (0.24638, 5.47180, 5.21677)
C (-1.40157, -2.00361, 3.29696)
Cl (0.92995, -7.08797, 4.43908)
O (-3.61881, -3.51783, 0.30720)
C (-7.78311, -0.50329, -4.27585)
C (-3.31415, -0.88072, -2.43528)
H (-4.97702, 1.34807, 1.50790)
C (0.42438, 3.89726, 0.36783)
Cl (11.28848, 0.82340, 4.32583)
H (0.35325, 0.64056, 1.09319)
F (4.96846, 0.06677, 3.46915)
Cl (-1.60385, 3.43595, -3.47857)
H (2.38438, -1.66895, 2.41616)
Cl (-4.07500, 2.66843, -8.71466)
H (0.88432, 3.92193, 1.39135)
H (0.93053, 1.93519, 5.69263)
F (4.64490, -3.79826, -0.75503)
H (-1.13149, -4.03394, -0.84594)
C (-1.71066, -3.18333, -1.30154)
Cl (1.61546, 3.44397, -2.64651)
C (-3.38539, -0.10052, 3.24483)
H (3.39179, -0.61411, 5.24180)
Cl (9.86740, -2.74036, -1.76823)
H (-0.13072, -4.99389, 4.45746)
C (-3.85768, -1.67675, -1.29664)
O (-1.33308, -0.12503, 5.80718)
C (-5.26100, -1.30805, -0.64791)
Cl (11.00053, -2.31116, 0.87425)
Cl (4.70145, 6.91748, -3.82066)
Cl (-8.71614, 0.35560, -3.04261)
C (-2.30931, 2.74625, -8.67028)
Cl (-1.72216, 4.10367, -9.63829)
F (6.39581, -0.60524, 1.16729)
C (-4.11045, -0.72254, 1.96437)
C (4.31677, -0.64918, 2.42860)
H (2.46569, 1.32198, 3.95978)
Cl (-1.73501, 2.87566, -7.00325)
F (6.48445, -3.37393, 0.53589)
C (-2.05294, -1.28971, -9.37804)
H (-3.89880, 0.89900, 3.41947)
Cl (-3.54039, 4.77272, -5.18197)
H (11.69074, -1.46847, 4.63369)
Cl (9.74337, -4.85188, 0.22590)
F (3.49366, -2.06082, 0.16210)
C (-10.41559, -5.62397, -4.30588)
C (0.84864, -5.34771, 4.14695)
H (-2.42565, 1.93249, 1.63091)
C (1.73278, 0.47464, 4.12545)
H (0.22054, 1.94339, -0.80191)
H (1.90067, -1.56489, 4.91142)
Cl (-3.79827, -1.12127, -9.59326)
Cl (6.20456, 5.70123, -1.65196)
O (3.03909, 4.27187, -0.17146)
Cl (-11.60635, -4.37798, -4.69825)
Cl (13.52600, -0.44442, 5.67985)
H (-3.47114, -4.47185, 0.16834)
H (-2.00149, 0.34256, 0.74476)
Cl (0.46064, 4.97569, 3.53101)
S (4.96372, -2.71193, 0.42395)
H (-0.38725, 4.68032, 0.35103)
Cl (-6.05666, -0.44763, -3.89744)
H (-6.05018, 0.59403, -0.58474)
C (-0.23859, 2.48517, 0.07984)
Cl (1.04545, -4.99540, 2.42584)
H (-7.94053, -0.00852, -5.22974)
H (-1.91548, 1.82721, -9.09626)
C (9.71522, -3.10434, -0.04514)
H (8.76065, -2.72053, 0.30169)
C (4.79203, 6.66739, -2.07130)

Cartesian forces (eV/Å) of the 6 atoms listed first:
H 0.83 0.00 1.08
F -1.59 0.85 -1.43
Cl 0.07 -0.11 -0.07
Cl -0.08 0.18 -0.03
Cl -0.02 -0.09 -0.04
O -0.64 -2.36 -0.45